The following is a DFT calculation (the ωB97M-V functional and the def2-TZVPD basis) of a structure of composition C5H8NaO5Tl at a distorted geometry.

```
! wB97M-V def2-TZVPD RIJCOSX def2/J DEFGRID3
* xyz 2 1
C 2.223 -0.547 -1.536
O 3.438 -0.500 -1.762
O 1.352 0.173 -2.111
Na 5.272 -1.605 -1.891
O 1.398 1.075 0.494
C 1.045 0.471 1.668
C -0.033 -0.532 1.442
O -0.838 -0.126 0.540
C -2.214 -0.440 0.196
C -2.651 0.812 -0.574
O -1.695 1.206 -1.487
Tl 0.155 1.252 -1.030
H 0.662 1.113 2.498
H 1.884 -0.095 2.133
H -0.442 -1.127 2.271
H 1.846 -1.323 -0.641
H -2.762 -0.641 1.125
H -2.150 -1.318 -0.458
H -2.874 1.599 0.176
H -3.617 0.554 -1.051
*
```

Computed properties:
HOMO = -17.413 eV
LUMO level = -9.38 eV

Mulliken population analysis, charges in e, atoms 1 to 6: 0.426, -0.710, -0.444, 1.040, -0.582, -0.262

The following is a DFT calculation (the ωB97M-V functional and the def2-TZVPD basis) of a cluster of 13 separate species, C24H70BCl2O15P2S in total at a distorted geometry.

```
! wB97M-V def2-TZVPD RIJCOSX def2/J DEFGRID3
* xyz -1 1
C -1.182 1.394 -7.130
C -0.766 1.121 -5.792
C -0.612 1.316 -4.138
B 0.741 2.143 -3.702
C 0.905 3.734 -4.082
Cl 1.425 4.608 -2.493
C -0.467 4.476 -4.584
C -1.397 5.106 -3.389
Cl 0.090 5.942 -5.631
O 0.670 2.171 -2.225
C 1.548 1.125 -1.602
P 0.280 -0.144 -0.949
S -0.099 0.049 0.990
C 2.629 0.704 -2.759
P 3.979 2.102 -2.640
O 5.430 1.481 -2.791
C 3.246 -0.814 -2.810
C 2.292 -1.912 -3.593
C 3.623 -1.463 -1.353
C 4.641 -0.565 -0.433
O 1.857 1.202 -3.945
H -1.676 1.629 -8.191
H -1.596 1.712 -3.633
H -0.467 0.205 -3.726
H 1.798 3.864 -4.831
H -1.157 3.835 -5.279
H -2.441 5.385 -3.893
H -0.930 6.153 -3.062
H -1.596 4.391 -2.484
H 2.095 1.619 -0.680
H 0.595 -1.522 -1.255
H -1.010 0.128 -1.596
H 3.743 3.073 -3.704
H 3.812 2.801 -1.366
H 4.257 -0.766 -3.443
H 1.560 -1.403 -4.352
H 1.742 -2.642 -2.829
H 3.005 -2.628 -4.228
H 4.163 -2.503 -1.582
H 2.691 -1.732 -0.681
H 5.680 -0.380 -0.946
H 4.827 -1.035 0.646
H 4.179 0.509 -0.226
C 0.695 1.507 4.980
O 0.400 2.238 3.804
H 1.417 2.070 5.576
H -0.220 1.364 5.560
H 1.124 0.539 4.711
H -0.243 1.714 3.296
C -2.959 -0.895 3.117
O -2.145 0.015 3.834
H -2.517 -1.068 2.133
H -3.015 -1.842 3.661
H -3.959 -0.473 2.996
H -2.561 0.149 4.702
C 0.618 -1.484 7.176
O 0.464 -0.114 7.497
H 0.940 -1.571 6.136
H 1.375 -1.929 7.828
H -0.337 -1.999 7.304
H 0.178 -0.068 8.425
C 0.239 -5.540 -3.212
O 0.264 -4.127 -3.292
H 1.253 -5.903 -3.028
H -0.411 -5.848 -2.390
H -0.127 -5.953 -4.156
H -0.648 -3.834 -3.457
C -0.337 -9.431 -4.156
O -1.018 -8.190 -4.132
H 0.041 -9.649 -3.155
H -1.027 -10.221 -4.463
H 0.502 -9.373 -4.855
H -1.342 -8.024 -5.033
C -3.706 -3.874 -2.902
O -2.387 -3.449 -3.191
H -4.045 -4.543 -3.697
H -3.717 -4.409 -1.949
H -4.367 -3.006 -2.853
H -2.113 -2.857 -2.469
C 1.602 -5.079 9.081
O 1.447 -3.709 9.402
H 1.923 -5.166 8.041
H 2.358 -5.524 9.733
H 0.646 -5.594 9.209
H 1.162 -3.663 10.330
C 0.324 2.560 9.859
O -0.222 1.256 9.944
H 1.402 2.484 9.698
H -0.131 3.092 9.020
H 0.133 3.097 10.791
H -1.178 1.355 10.087
C -6.118 -1.491 1.396
O -5.285 -2.392 2.101
H -5.663 -0.498 1.413
H -6.222 -1.824 0.360
H -7.099 -1.448 1.875
H -5.715 -3.263 2.069
C -4.216 -0.202 9.009
O -3.402 0.708 9.725
H -3.775 -0.376 8.024
H -4.272 -1.149 9.552
H -5.217 0.220 8.887
H -3.819 0.841 10.593
C 3.105 4.056 -7.873
O 3.356 3.803 -6.503
H 2.818 5.104 -7.994
H 4.010 3.859 -8.452
H 2.291 3.416 -8.220
H 3.607 2.867 -6.426
C 0.521 10.040 -6.587
O 1.354 9.139 -5.882
H 0.976 11.033 -6.570
H 0.418 9.707 -7.623
H -0.460 10.083 -6.108
H 0.925 8.267 -5.914
*
```

Computed properties:
HOMO = -5.617 eV
LUMO level = 1.59 eV

Mulliken population analysis, charges in e, atoms 1 to 6: -0.753, -0.360, 0.638, -0.104, 0.376, -0.229

The following is a DFT calculation (the ωB97M-V functional and the def2-TZVPD basis) of the molecule C3H5I at a distorted geometry.

```
! wB97M-V def2-TZVPD RIJCOSX def2/J DEFGRID3
* xyz 0 1
C 0.606 -0.984 0.783
C -0.126 -0.308 -0.356
C -0.572 1.168 -0.425
I -1.685 1.891 -2.189
H 1.344 -0.215 1.084
H -0.012 -1.021 1.637
H 1.188 -1.784 0.391
H -0.086 -0.648 -1.335
H -0.655 1.900 0.410
*
```

Computed properties:
HOMO = -8.571 eV
LUMO level = 0.33 eV
SMILES = C/C=C/I
energy above the lowest of the compared OMol25 structures with the same formula, charge and spin = 172.5 kJ/mol

Mulliken population analysis, charges in e, atoms 1 to 6: -0.986, -0.033, -0.562, -0.026, 0.292, 0.333

The following is a DFT calculation (the ωB97M-V functional and the def2-TZVPD basis) of a cluster of 4 separate species, C20H34ClN2O4 in total at a distorted geometry.

```
! wB97M-V def2-TZVPD RIJCOSX def2/J DEFGRID3
* xyz -1 1
C 2.157 0.206 -5.224
N 2.734 1.195 -4.143
C 3.723 0.700 -3.328
C 3.629 0.951 -2.021
C 2.430 1.685 -1.427
C 1.481 2.233 -2.370
C 1.589 1.940 -3.739
C 2.122 1.488 0.040
C 2.449 0.348 0.822
C 1.862 0.048 2.027
N 0.972 1.020 2.524
C 0.532 2.082 1.849
C 1.071 2.407 0.575
C 0.270 0.731 3.784
H 2.459 0.515 -6.204
H 1.058 0.173 -5.375
H 2.649 -0.863 -5.155
H 4.674 0.131 -3.649
H 4.373 0.553 -1.375
H 0.529 2.696 -2.065
H 0.988 2.188 -4.377
H 3.036 -0.425 0.380
H 2.263 -0.726 2.723
H -0.200 2.662 2.317
H 0.684 3.337 0.010
H -0.874 1.028 3.657
H 0.728 1.415 4.499
H 0.512 -0.309 4.029
Cl -1.913 3.729 -0.595
C 1.770 -2.783 -2.227
O 0.612 -2.109 -2.627
C -0.170 -1.492 -1.576
C -1.183 -0.807 -2.059
O -0.773 0.147 -3.111
C -1.839 1.023 -3.372
H 1.641 -3.525 -1.439
H 2.683 -2.231 -1.687
H 2.496 -3.323 -2.831
H 0.266 -0.818 -0.798
H -0.383 -2.324 -0.940
H -1.648 -0.396 -1.211
H -1.897 -1.501 -2.586
H -1.463 1.636 -4.139
H -2.054 1.557 -2.472
H -2.722 0.559 -3.821
C -2.939 0.427 1.378
O -2.427 -0.433 2.354
C -3.372 -0.863 3.282
C -2.883 -1.780 4.064
O -1.793 -1.254 4.825
C -1.653 -2.132 6.068
H -2.291 1.086 0.730
H -3.630 1.311 1.769
H -3.528 -0.008 0.611
H -4.160 -1.242 2.535
H -3.704 -0.008 3.916
H -2.587 -2.763 3.465
H -3.656 -1.927 4.718
H -0.791 -1.977 6.492
H -1.486 -3.121 5.801
H -2.437 -2.064 6.722
*
```

Computed properties:
HOMO = -1.920 eV
LUMO level = 2.32 eV

Mulliken population analysis, charges in e, atoms 1 to 6: -0.903, -0.073, -0.237, -0.819, 0.493, -0.061